{"formula": "C6H17NO", "method": "ωB97M-V with the def2-TZVPD basis set", "de_lowest_kcal_mol": 43.14, "smiles": "CNCCC(C)C.O", "gap_ev": 9.097, "species": ["C", "C", "C", "C", "C", "N", "C", "H", "H", "H", "H", "H", "H", "H", "H", "H", "H", "H", "H", "H", "H", "H", "H", "H", "O"], "coordinates": [[-0.046, 1.215, -0.443], [0.091, -0.003, -1.464], [1.139, -1.088, -1.043], [0.434, 0.519, -2.815], [0.897, 1.170, 0.828], [0.060, 0.751, 2.021], [0.284, -0.519, 2.640], [-1.072, 1.133, -0.078], [0.033, 2.196, -0.872], [-0.842, -0.532, -1.284], [0.945, -2.023, -1.572], [1.141, -1.303, 0.022], [2.189, -0.760, -1.249], [0.091, 1.505, -3.078], [-0.294, 0.018, -3.490], [1.489, 0.438, -3.149], [1.689, 0.456, 0.724], [1.364, 2.117, 1.074], [-0.880, 0.875, 1.698], [-0.466, -0.718, 3.413], [1.232, -0.569, 3.186], [0.320, -1.381, 1.940], [-1.830, -0.948, -0.131], [-3.319, -1.506, -0.016], [-2.417, -1.568, 0.320]], "atomic_forces_ev_per_a": [[1.16, -1.13, 1.27], [1.77, 0.69, 2.84], [0.63, 0.77, -0.16], [-1.62, -0.73, -2.47], [-1.87, -0.62, 0.78], [0.74, 1.21, -0.82], [0.42, -1.04, 0.06], [-0.02, 0.40, 0.12], [0.14, 0.24, -0.74], [-0.19, 0.10, -1.49], [0.07, 0.10, -0.11], [-0.38, -0.15, 0.01], [-0.82, -0.20, -0.09], [0.17, 0.92, 0.78], [1.16, -0.50, -0.38], [-0.74, -0.31, 0.35], [0.48, -0.30, -0.23], [-0.11, 0.34, -0.27], [-0.47, -0.32, 0.50], [-0.11, 0.08, -0.34], [0.09, 0.37, -0.14], [-0.28, 0.20, 0.26], [-0.65, -0.10, 0.02], [0.38, 0.31, -0.20], [0.07, -0.32, 0.45]], "lowdin_charge": [-0.117, -0.392, -0.072, -0.096, -0.175, -0.127, -0.165, 0.085, 0.091, 0.083, 0.082, 0.039, 0.092, 0.062, 0.089, 0.094, 0.075, 0.095, 0.063, 0.080, 0.073, 0.063, -0.016, 0.045, -0.051]}

=====

{"formula": "C5H9FeO3", "method": "ωB97M-V with the def2-TZVPD basis set", "de_lowest_kcal_mol": 33.01, "s2": 6.007, "gap_ev": [6.999, 6.990], "multiplicity": 5, "total_charge": 1, "species": ["O", "C", "O", "Fe", "O", "C", "C", "H", "H", "C", "H", "H", "H", "C", "H", "H", "H", "H"], "coordinates": [[0.252, -1.185, 0.751], [-0.988, -1.701, 1.210], [-1.063, -2.785, 0.570], [-0.136, -1.986, -1.007], [-1.658, -0.635, -1.295], [-1.984, 0.465, -1.851], [0.940, -0.173, 1.504], [0.483, 0.797, 1.275], [0.772, -0.414, 2.561], [2.403, -0.177, 1.128], [2.864, -1.148, 1.350], [2.532, 0.066, 0.064], [2.930, 0.591, 1.710], [-1.363, 1.715, -1.352], [-2.276, 0.466, -2.915], [-2.105, 2.237, -0.727], [-1.140, 2.354, -2.221], [-0.463, 1.513, -0.756]], "atomic_forces_ev_per_a": [[1.20, 0.71, -0.21], [-0.08, -1.44, 0.72], [-0.76, 0.39, -0.39], [-0.88, -0.09, 0.25], [-1.12, 1.99, -1.90], [3.94, -2.32, 0.38], [-0.01, 0.66, 0.41], [0.02, -0.17, 0.18], [0.10, 0.16, -0.30], [0.14, -0.06, 0.07], [-0.10, 0.26, -0.11], [0.04, -0.09, 0.21], [-0.15, -0.20, -0.16], [-0.86, 0.46, 0.14], [-1.20, -0.27, 0.54], [0.26, 0.16, -0.07], [-0.12, -0.11, 0.37], [-0.42, -0.04, -0.12]], "mulliken_spin": [0.025, 0.019, 0.103, 3.795, 0.026, 0.014, 0.003, 0.003, 0.004, 0.001, 0.000, 0.000, 0.000, 0.003, 0.003, 0.002, 0.001, -0.001]}

=====

{"formula": "C7H15N6O2", "method": "ωB97M-V with the def2-TZVPD basis set", "de_lowest_kcal_mol": 0.00, "s2": 2.020, "gap_ev": [8.195, 5.793], "multiplicity": 3, "total_charge": 1, "species": ["C", "C", "C", "C", "C", "C", "C", "N", "N", "N", "N", "N", "N", "O", "O", "H", "H", "H", "H", "H", "H", "H", "H", "H", "H", "H", "H", "H", "H", "H"], "coordinates": [[1.032, -1.972, 0.901], [1.654, -0.430, -0.927], [1.531, 0.229, 1.339], [-0.690, -0.514, 1.915], [-0.328, 0.923, -0.002], [-1.282, -2.030, 0.091], [0.568, 1.263, -2.411], [-1.372, 1.803, -0.168], [-1.548, 2.604, -1.138], [1.809, -0.796, 0.463], [-0.373, -1.742, 1.169], [0.641, 0.739, -1.106], [0.033, 0.612, 1.220], [-2.226, 1.942, 0.872], [-2.491, 3.373, -1.033], [1.151, -2.663, 0.151], [1.494, -2.477, 1.839], [2.595, 0.079, -1.335], [1.121, -1.293, -1.452], [1.776, -0.030, 2.342], [2.143, 1.072, 0.928], [-1.743, -0.534, 1.908], [-0.196, -0.595, 2.891], [-2.273, -2.353, 0.356], [-1.431, -1.121, -0.498], [-0.911, -2.820, -0.586], [1.234, 2.161, -2.452], [1.198, 0.514, -3.140], [-0.401, 1.282, -2.859], [-2.713, 2.775, 0.718]], "atomic_forces_ev_per_a": [[0.46, 0.12, 2.64], [-1.27, 1.19, 0.06], [0.08, 3.02, -1.97], [2.29, -2.08, -0.91], [2.72, 1.90, -5.08], [0.29, 0.21, -1.17], [3.46, -1.02, -2.71], [1.45, -2.80, 1.91], [0.36, 1.11, -2.46], [-0.22, -2.28, -0.50], [0.04, -0.28, 0.67], [-2.63, -1.28, 5.02], [0.74, -1.33, 2.49], [-0.37, -0.39, 1.25], [-1.11, 1.28, -0.93], [-0.06, -1.91, -1.68], [-0.36, 1.35, -1.37], [-1.11, -1.48, 0.22], [1.65, 1.08, 0.12], [-0.13, 0.07, 0.80], [-0.74, 0.02, 1.12], [-1.19, 1.11, 0.43], [-0.71, 0.25, -0.02], [-0.36, -0.13, 0.79], [-0.16, 0.09, -0.59], [0.10, 0.41, 0.41], [-1.26, -0.13, -0.35], [-1.59, 1.50, 1.74], [-0.57, 0.57, -0.13], [0.19, -0.15, 0.20]], "mulliken_spin": [0.002, -0.007, -0.007, 0.019, 0.131, 0.001, -0.002, 0.096, 0.718, 0.003, 0.014, 0.088, 0.069, 0.021, 0.828, -0.001, 0.000, 0.001, 0.004, -0.001, 0.002, -0.005, -0.001, 0.001, -0.004, -0.001, 0.012, 0.006, 0.000, 0.012]}

=====

{"formula": "C6H11N2O", "method": "ωB97M-V with the def2-TZVPD basis set", "de_lowest_kcal_mol": 58.96, "smiles": "[H]/N=C(C)\\C=C/CC(=[NH2+])O", "gap_ev": 8.817, "total_charge": 1, "species": ["C", "C", "C", "C", "C", "C", "N", "N", "O", "H", "H", "H", "H", "H", "H", "H", "H", "H", "H", "H"], "coordinates": [[1.188, 0.535, -0.624], [-0.043, 0.973, -0.438], [1.864, -0.576, 0.092], [-1.004, 0.508, 0.562], [-2.138, -0.238, 0.006], [3.112, -0.017, 0.687], [1.463, -1.771, 0.158], [-2.545, -0.268, -1.249], [-2.865, -0.552, 1.050], [1.859, 1.172, -1.226], [-0.326, 1.853, -1.111], [-0.591, 0.002, 1.432], [-1.456, 1.409, 0.977], [3.190, -0.338, 1.731], [2.849, 1.052, 0.642], [3.999, -0.401, 0.282], [-3.417, -0.680, -1.477], [0.576, -1.871, -0.369], [-2.017, 0.215, -2.083], [-3.698, -1.006, 0.959]], "atomic_forces_ev_per_a": [[0.35, 0.16, -0.43], [0.48, 1.69, -2.00], [0.08, 0.28, -0.46], [0.58, 0.46, -0.62], [-1.54, 1.38, 0.58], [-1.86, 0.15, 1.82], [-0.72, -0.24, -0.17], [2.28, 1.10, -0.57], [0.27, -0.76, -0.45], [-0.43, -0.64, -0.11], [0.11, -1.09, 1.28], [0.14, -0.38, -0.20], [-0.40, 0.06, 0.19], [-0.24, 0.20, 0.06], [1.66, -0.15, 0.29], [1.29, 0.10, -1.22], [-0.88, -0.42, -0.28], [0.56, -0.08, 0.28], [-0.95, -1.39, 2.51], [-0.79, -0.42, -0.49]], "lowdin_charge": [-0.066, -0.126, -0.443, -0.105, -0.306, -0.019, 0.167, 0.273, 0.196, 0.137, 0.146, 0.157, 0.161, 0.099, 0.087, 0.078, 0.132, 0.061, 0.216, 0.155]}

=====

{"formula": "CH4ClOP", "method": "ωB97M-V with the def2-TZVPD basis set", "de_lowest_kcal_mol": 40.15, "smiles": "CP(O)Cl", "gap_ev": 10.148, "species": ["C", "O", "P", "Cl", "H", "H", "H", "H"], "coordinates": [[-0.531, 0.831, 0.045], [0.060, -1.822, 0.244], [0.708, -0.107, -0.777], [2.206, 0.403, 0.418], [-1.463, 0.471, -0.293], [-0.614, 1.960, -0.328], [-0.306, 0.760, 1.125], [-0.060, -2.495, -0.434]], "atomic_forces_ev_per_a": [[-0.03, 3.37, 0.04], [1.21, 3.27, -1.60], [-1.18, -3.83, 0.68], [1.14, 0.07, 0.52], [-1.30, -0.87, 0.19], [0.81, -2.16, 0.92], [-0.79, 0.18, -0.53], [0.13, -0.03, -0.23]], "lowdin_charge": [-0.451, -0.398, 0.515, 0.234, 0.006, 0.097, 0.031, -0.034]}

=====

{"formula": "C28H34N13TeZr", "method": "ωB97M-V with the def2-TZVPD basis set", "gap_ev": 7.813, "total_charge": 1, "species": ["Zr", "N", "C", "C", "N", "C", "C", "N", "C", "C", "N", "H", "H", "H", "H", "H", "H", "H", "H", "H", "H", "H", "H", "H", "H", "H", "H", "H", "H", "N", "C", "N", "N", "N", "N", "C", "N", "N", "N", "N", "H", "Te", "C", "C", "C", "C", "C", "C", "C", "C", "C", "C", "C", "C", "H", "H", "H", "H", "H", "H", "H", "H", "H", "H", "C", "C", "C", "C", "C", "C", "C", "C", "H", "H", "H", "H", "H"], "coordinates": [[-0.438, 0.513, 0.972], [-1.438, -1.464, 1.785], [-0.962, -1.668, 3.178], [0.437, -1.047, 3.329], [1.210, -1.221, 2.082], [1.599, -2.650, 1.952], [1.943, -3.173, 0.559], [0.771, -3.153, -0.319], [2.417, -0.370, 2.043], [2.711, 0.127, 0.608], [1.471, 0.152, -0.206], [-2.450, -1.400, 1.794], [-1.177, -2.252, 1.205], [-0.955, -2.726, 3.445], [-1.631, -1.155, 3.860], [0.952, -1.482, 4.192], [0.327, 0.026, 3.517], [0.797, -3.275, 2.346], [2.471, -2.823, 2.592], [2.338, -4.186, 0.682], [2.743, -2.584, 0.111], [0.192, -3.957, -0.091], [1.058, -3.322, -1.280], [3.288, -0.897, 2.444], [2.241, 0.501, 2.666], [3.473, -0.487, 0.129], [3.097, 1.142, 0.677], [1.363, -0.719, -0.719], [1.510, 0.893, -0.910], [-2.580, 3.312, 0.208], [-2.539, 2.582, 1.365], [-2.542, 3.039, 2.610], [-2.305, 1.982, 3.368], [-2.195, 0.912, 2.648], [-2.391, 1.241, 1.334], [-1.651, 2.958, -0.748], [-1.595, 3.391, -1.994], [-0.563, 2.753, -2.538], [-0.008, 1.967, -1.683], [-0.660, 2.079, -0.497], [-2.900, 4.268, 0.246], [-1.744, -0.479, -1.680], [-0.371, -1.248, -3.151], [0.414, -0.351, -3.870], [1.259, -0.818, -4.868], [1.323, -2.171, -5.164], [0.540, -3.064, -4.447], [-0.302, -2.607, -3.443], [-3.088, -2.101, -2.033], [-3.075, -3.286, -1.306], [-3.860, -4.357, -1.706], [-4.666, -4.242, -2.830], [-4.701, -3.050, -3.540], [-3.917, -1.978, -3.141], [0.352, 0.710, -3.677], [1.861, -0.113, -5.427], [1.962, -2.521, -5.963], [0.574, -4.122, -4.670], [-0.924, -3.317, -2.915], [-2.450, -3.376, -0.424], [-3.836, -5.285, -1.150], [-5.269, -5.080, -3.151], [-5.337, -2.951, -4.410], [-3.932, -1.048, -3.697], [0.642, 2.090, 1.996], [1.207, 3.168, 2.086], [1.902, 4.409, 2.209], [2.184, 5.159, 1.064], [2.888, 6.345, 1.172], [3.315, 6.792, 2.415], [3.028, 6.055, 3.556], [2.322, 4.868, 3.460], [1.846, 4.807, 0.097], [3.107, 6.923, 0.284], [3.872, 7.716, 2.495], [3.358, 6.403, 4.525], [2.085, 4.292, 4.344]], "atomic_forces_ev_per_a": [[0.88, -1.62, 1.09], [-0.06, -0.03, 0.27], [0.43, -0.11, 0.17], [-0.17, -0.19, 0.03], [0.07, 0.12, 0.04], [-0.04, -0.21, -0.27], [-0.13, 0.19, 0.15], [0.01, -0.09, -0.02], [0.13, 0.12, -0.23], [0.04, -0.14, 0.34], [0.50, 0.21, -0.34], [-0.06, 0.01, -0.09], [0.09, -0.08, -0.20], [-0.06, -0.01, -0.10], [-0.08, -0.01, -0.04], [0.00, 0.07, 0.04], [0.11, 0.01, 0.04], [-0.07, 0.07, -0.01], [-0.05, 0.00, 0.13], [0.13, 0.04, 0.11], [0.00, 0.05, -0.05], [-0.08, 0.06, -0.02], [-0.07, 0.16, -0.01], [-0.03, -0.03, -0.01], [-0.02, -0.02, 0.07], [-0.05, 0.01, -0.09], [-0.03, 0.01, -0.05], [-0.04, -0.17, -0.06], [0.05, -0.08, -0.12], [0.03, 0.03, 0.07], [-0.24, -0.23, 0.02], [-0.23, 0.16, -0.11], [-0.16, -0.06, 0.09], [-0.02, 0.17, 0.21], [-0.42, 1.04, 0.30], [0.27, -0.19, -0.26], [-0.36, 0.21, 0.31], [0.32, -0.10, 0.05], [0.13, 0.31, -0.12], [-0.47, 0.51, -1.01], [0.05, 0.02, 0.01], [-0.49, -0.73, -1.25], [0.09, 0.19, 0.16], [-0.11, 0.06, 0.10], [0.07, -0.03, -0.05], [0.00, 0.08, 0.00], [0.02, -0.03, 0.02], [-0.11, 0.01, 0.14], [0.24, 0.12, 0.32], [0.07, 0.09, 0.13], [-0.03, -0.04, 0.01], [-0.02, 0.02, -0.03], [-0.03, -0.03, 0.01], [0.10, 0.15, 0.00], [0.01, 0.01, -0.04], [-0.03, 0.01, -0.01], [0.02, -0.03, 0.03], [-0.02, 0.00, -0.02], [-0.05, -0.02, 0.04], [0.04, -0.05, -0.05], [-0.02, 0.02, 0.02], [0.00, 0.01, 0.01], [0.00, -0.01, 0.01], [-0.04, -0.04, -0.05], [-0.06, 0.10, 0.01], [0.00, -0.14, 0.21], [0.05, 0.11, -0.06], [-0.01, -0.02, 0.03], [0.02, 0.03, -0.04], [-0.01, -0.02, 0.00], [0.03, 0.01, 0.05], [-0.04, -0.04, -0.01], [0.01, -0.02, 0.00], [-0.01, 0.00, 0.01], [-0.01, 0.00, 0.00], [-0.01, 0.01, -0.01], [0.02, 0.00, 0.00]], "lowdin_charge": [1.506, -0.091, -0.207, -0.193, -0.224, -0.160, -0.233, 0.017, -0.180, -0.179, -0.088, 0.096, 0.046, 0.115, 0.110, 0.142, 0.089, 0.115, 0.130, 0.123, 0.105, 0.081, 0.067, 0.130, 0.087, 0.112, 0.121, 0.059, 0.068, 0.177, -0.443, 0.098, -0.001, -0.139, -0.131, -0.447, 0.088, -0.029, -0.148, -0.219, 0.163, 1.462, -0.466, -0.139, -0.069, -0.073, -0.077, -0.154, -0.519, -0.158, -0.077, -0.066, -0.061, -0.136, 0.062, 0.112, 0.110, 0.110, 0.088, 0.075, 0.109, 0.111, 0.113, 0.100, -0.153, -0.073, -0.253, -0.032, -0.070, -0.069, -0.069, -0.028, 0.114, 0.109, 0.109, 0.109, 0.118]}

=====

The max |F| results, record by record, are as follows: 3.42, 4.59, 6.07, 3.02, 4.06, 2.15 eV/A.
The energy results, record by record, are as follows: -368.73210, -1684.95170, -754.17731, -419.66294, -917.26861, -2114.03773 Ha.